Entry w
A cluster of 2 separate species, C2H3ClO2 in total, computed with ωB97M-V with the def2-TZVPD basis set.

Structure (XYZ):
```
8
C2H3ClO2 ωB97M-V with the def2-TZVPD basis set
C 0.43850 0.75313 -0.19125
C -1.18649 -1.15443 1.74454
O 1.00890 0.11698 -1.28506
O -1.12837 -1.91782 0.91165
Cl -1.26261 0.69169 -0.39687
H 0.81941 1.80357 0.04528
H 0.86004 0.31453 0.65188
H 0.45064 -0.60766 -1.48016
```

Properties
- Gap between HOMO and LUMO: 11.6 eV



Entry x
A cluster of 2 separate species, C2H3ClO2 in total, computed with ωB97M-V with the def2-TZVPD basis set.

Structure (XYZ):
```
8
C2H3ClO2 ωB97M-V with the def2-TZVPD basis set
C 0.53428 -2.13725 -0.39066
C 0.92065 -1.00896 -0.22753
O -1.14168 1.42487 0.06085
O -0.07796 2.31741 -0.11066
Cl 2.02355 0.24231 0.08014
H 0.03384 -3.06241 -0.49222
H -1.58083 1.70819 0.98674
H -0.71184 0.51583 0.09334
```

Properties
- Gap between HOMO and LUMO: 8.6 eV



Question: which arrangement is favored energetically? Ranking from most to least stable: entry w, entry x.



Entry w
An isolated molecule of C25H28N2O3, computed with ωB97M-V with the def2-TZVPD basis set.

Structure (XYZ):
```
58
C25H28N2O3 ωB97M-V with the def2-TZVPD basis set
C 7.53025 0.31003 -1.20849
H 8.23402 1.10695 -1.44387
O 6.35512 0.95414 -0.78895
C 5.29115 0.18234 -0.42541
C 5.26509 -1.19986 -0.43426
C 4.12440 -1.88990 -0.04214
C 2.99656 -1.21069 0.37059
C 3.01642 0.18351 0.38097
C 4.13876 0.88786 -0.01055
O 4.24085 2.24635 -0.03404
C 3.12995 3.00375 0.37447
H 3.42851 4.04500 0.26237
H 2.87547 2.81220 1.42234
H 2.25227 2.80881 -0.25112
H 2.12911 0.70636 0.70000
C 1.74239 -1.93345 0.77266
H 1.35823 -1.52507 1.70924
H 1.95518 -2.99383 0.92377
C 0.66289 -1.77668 -0.30128
N -0.58347 -2.38306 0.13238
H -0.42493 -3.37617 0.28979
C -1.65884 -2.21310 -0.82954
C -3.01857 -2.55855 -0.20382
O -3.10225 -3.90673 0.18922
H -2.46129 -4.05346 0.89491
C -3.32530 -1.63509 0.99680
N -3.32683 -0.24597 0.64519
C -2.32494 0.65994 0.90661
C -1.15808 0.50857 1.64321
C -0.33124 1.60657 1.77973
C -0.64008 2.83165 1.19137
C -1.79814 2.99038 0.45720
C -2.65300 1.90469 0.31640
C -3.91874 1.72360 -0.33526
C -4.74898 2.56436 -1.06517
C -5.93781 2.05984 -1.55200
C -6.30499 0.73652 -1.31568
C -5.49570 -0.11961 -0.59418
C -4.29534 0.37883 -0.10616
H -5.79647 -1.14062 -0.41484
H -7.24436 0.37244 -1.70521
H -6.59814 2.69630 -2.12213
H -4.46711 3.59122 -1.24373
H -2.04257 3.94028 0.00599
H 0.03443 3.66579 1.31977
H 0.57186 1.51623 2.36684
H -0.89548 -0.43557 2.09310
H -2.56223 -1.79941 1.76060
H -4.30203 -1.91367 1.40780
H -3.79017 -2.43446 -0.97055
H -1.67809 -1.16353 -1.13334
H -1.51998 -2.82379 -1.73670
H 0.46703 -0.71299 -0.46408
H 1.03031 -2.19971 -1.25222
H 4.13211 -2.96971 -0.06029
H 6.13099 -1.76127 -0.74691
H 7.36109 -0.29796 -2.10401
H 7.95068 -0.32061 -0.41742
```

Properties
- Gap between HOMO and LUMO: 8.5 eV
- SMILES string: COc1ccc(CCNC[C@@H](O)Cn2c3ccccc3c3ccccc32)cc1OC



Entry x
An isolated molecule of C25H28N2O3, computed with ωB97M-V with the def2-TZVPD basis set.

Structure (XYZ):
```
58
C25H28N2O3 ωB97M-V with the def2-TZVPD basis set
C 1.30116 0.23869 -2.47937
H 0.50583 0.37417 -1.73948
O 2.52694 -0.08733 -1.87065
C 3.04477 0.75604 -0.93869
C 2.50243 1.99372 -0.61637
C 3.08394 2.77921 0.36498
C 4.21670 2.34654 1.02652
C 4.77166 1.12143 0.69215
C 4.20636 0.31664 -0.28182
C 4.79342 -1.02586 -0.61182
H 5.87948 -0.98790 -0.50496
H 4.54766 -1.28653 -1.64120
C 4.24788 -2.12698 0.31619
C 2.74767 -2.27913 0.12581
O 2.26676 -3.07506 -0.64781
N 2.02549 -1.43177 0.91491
C 0.63417 -1.30179 0.99423
C -0.21792 -1.80270 0.02063
C -1.59263 -1.68304 0.15596
C -2.14013 -1.07743 1.28152
C -1.27919 -0.53274 2.22812
C 0.08996 -0.63226 2.08943
H 0.74463 -0.20284 2.83585
H -1.69343 -0.02686 3.08900
C -3.62964 -0.97972 1.47602
C -4.42384 -1.68477 0.36045
N -3.81634 -1.63290 -0.95130
C -2.49482 -2.22307 -0.92323
H -2.02457 -2.09543 -1.90067
H -2.62826 -3.30213 -0.76255
C -3.94872 -0.37589 -1.66798
C -3.54661 0.86864 -0.93840
C -4.31787 1.84197 -0.37392
C -3.42551 2.74266 0.25769
C -2.17190 2.25793 0.03467
O -2.23878 1.12699 -0.70271
C -0.83788 2.75727 0.45921
H -0.94335 3.37832 1.34433
H -0.38110 3.35820 -0.32786
H -0.18188 1.91854 0.68403
H -3.68226 3.62565 0.80677
H -5.38691 1.90596 -0.39884
H -3.36851 -0.46652 -2.59058
H -5.00578 -0.26722 -1.93494
H -5.42731 -1.25803 0.29268
H -4.52282 -2.74662 0.61045
H -3.89426 -1.42763 2.43806
H -3.90863 0.07577 1.53069
H 0.19435 -2.30278 -0.83953
H 2.54242 -0.85083 1.56039
H 4.48516 -1.88898 1.35521
H 4.71584 -3.07586 0.05191
H 5.66581 0.78154 1.19589
H 4.67130 2.95825 1.79078
H 2.64456 3.73574 0.60634
H 1.62878 2.35429 -1.13338
H 1.05995 -0.61306 -3.11315
H 1.38577 1.13749 -3.09966
```

Properties
- Gap between HOMO and LUMO: 8.7 eV
- SMILES string: COc1ccccc1CCC(=O)Nc1ccc2c(c1)CN(Cc1ccc(C)o1)CC2



Question: which arrangement is favored energetically? Ranking from most to least stable: entry x, entry w.



Entry w
An isolated molecule of C4H6ClF, computed with ωB97M-V with the def2-TZVPD basis set.

Structure (XYZ):
```
12
C4H6ClF ωB97M-V with the def2-TZVPD basis set
C -1.78262 -0.05773 1.58391
C -0.37537 -0.67274 1.48723
C 0.26712 -0.04709 0.29256
C 1.26231 0.86121 0.20313
H -1.87428 1.02997 1.72816
H -2.27106 -0.60949 2.40571
H -2.33842 -0.32663 0.68659
H 0.25520 -0.44706 2.34724
H -0.45524 -1.72694 1.31146
H 1.69129 1.36377 1.02967
F 1.79036 1.20241 -1.01939
Cl -0.43232 -0.62395 -1.27855
```

Properties
- Gap between HOMO and LUMO: 10.3 eV
- SMILES string: CC/C(Cl)=C/F



Entry x
A cluster of 2 separate species, C4H6ClF in total, computed with ωB97M-V with the def2-TZVPD basis set.

Structure (XYZ):
```
12
C4H6ClF ωB97M-V with the def2-TZVPD basis set
C -0.43569 0.27307 -0.69033
C -1.50681 1.71364 -2.06719
C -0.96848 -0.87688 -0.17324
C 0.77174 0.89759 -0.06391
F -1.19226 1.17932 -3.16966
Cl -3.11069 1.14768 -1.77581
H -0.37372 -1.32110 0.69038
H -0.79619 -1.46235 -1.09422
H -1.98150 -0.85410 0.04302
H 1.39400 1.31513 -0.79678
H 1.42018 0.25181 0.51535
H 0.31798 1.59216 0.58355
```

Properties
- Gap between HOMO and LUMO (spin up / spin down): 7.3 / 7.3 eV



Entry y
An isolated molecule of C4H6ClF, computed with ωB97M-V with the def2-TZVPD basis set.

Structure (XYZ):
```
12
C4H6ClF ωB97M-V with the def2-TZVPD basis set
C 1.55698 0.32423 0.61640
C 0.14118 0.81017 0.12219
C -0.54621 -0.26839 -0.77583
C -1.60580 -0.99905 -0.50380
H 1.91052 1.18740 1.05652
H 1.66386 -0.51706 1.45018
H 2.05745 -0.04133 -0.40026
H 0.29643 1.85021 -0.32542
H -0.10538 -0.84884 -1.54986
H -2.30187 -1.10117 0.24214
F -2.03035 -1.99908 -1.36536
Cl -1.03681 1.60292 1.43308
```

Properties
- Gap between HOMO and LUMO: 10.9 eV
- SMILES string: C[C@H](Cl)/C=C/F



Question: which arrangement is favored energetically? Ranking from most to least stable: entry w, entry y, entry x.



Entry w
An isolated molecule of C3H7NOS, computed with ωB97M-V with the def2-TZVPD basis set.

Structure (XYZ):
```
13
C3H7NOS ωB97M-V with the def2-TZVPD basis set
C 1.38943 -0.32284 1.06554
C 1.00361 -0.43937 -0.36830
C -0.04659 0.41154 0.25517
N -2.61589 -0.05705 -0.59283
O 0.20025 1.78769 0.00849
S -1.73128 -0.12661 0.85073
H 1.61463 -1.09949 1.76297
H 1.96530 0.47548 1.44284
H 1.52253 0.16989 -1.11168
H 0.98721 -1.37769 -0.83418
H -2.31357 -0.88619 -1.18490
H -2.53007 0.80740 -0.99617
H -0.01707 2.27216 0.75475
```

Properties
- Gap between HOMO and LUMO: 9.6 eV
- SMILES string: NSC1(O)CC1



Entry x
A cluster of 2 separate species, C3H7NOS in total, computed with ωB97M-V with the def2-TZVPD basis set.

Structure (XYZ):
```
13
C3H7NOS ωB97M-V with the def2-TZVPD basis set
C 0.16043 1.30708 2.56670
C 0.13085 -1.25230 -1.35111
C -0.52997 0.85833 0.00831
N 0.50280 -0.06329 -0.51397
O 1.02702 0.53804 2.57848
S -0.97596 2.24738 2.98894
H -0.54347 -1.91876 -0.76148
H -0.54884 -1.06266 -2.24764
H 0.79618 -1.99288 -1.91631
H -1.02972 1.23101 -0.96427
H -1.26219 0.11894 0.58888
H 1.10234 -0.46731 0.18817
H 1.17052 0.45641 -1.16469
```

Properties
- Gap between HOMO and LUMO: 7.5 eV



Entry y
A structure of composition C3H7NOS, computed with ωB97M-V with the def2-TZVPD basis set.

Structure (XYZ):
```
13
C3H7NOS ωB97M-V with the def2-TZVPD basis set
C 1.91248 0.36772 0.93857
C -0.69894 -1.17311 -1.01953
C -1.62453 0.86914 0.32915
H 2.94922 0.55814 0.41701
H 1.70833 1.12398 1.78100
H 1.84657 -0.71600 1.23662
H -1.80459 -1.34068 -1.77634
H -0.67905 -1.94984 0.00105
H 0.29021 -1.42903 -1.93706
H -1.13448 1.95113 0.55701
N -0.67851 0.06676 -0.34519
O -2.84198 0.59804 0.27554
S 0.75526 1.07375 -0.45782
```

Properties
- Gap between HOMO and LUMO: 9.8 eV



Entry z
A structure of composition C3H7NOS, computed with ωB97M-V with the def2-TZVPD basis set.

Structure (XYZ):
```
13
C3H7NOS ωB97M-V with the def2-TZVPD basis set
C -0.52738 -1.39994 -0.58733
C -0.72460 1.69299 0.87596
C 0.70269 -0.43515 -0.57503
N 1.51145 -0.49331 0.57812
O 2.72771 -0.78830 0.36525
S 0.47464 1.36397 -0.46440
H -0.92493 -1.63542 0.46111
H -1.41608 -0.95097 -1.20306
H -0.20949 -2.18284 -1.19514
H -0.34125 1.86403 1.78460
H -1.52378 0.91124 0.95368
H -1.12758 2.65926 0.38732
H 1.37860 -0.60558 -1.38108
```

Properties
- Gap between HOMO and LUMO: 9.2 eV



Question: which arrangement is favored energetically? Ranking from most to least stable: entry w, entry x, entry z, entry y.